Below is a structure of composition C24H43ClLaP2 at a distorted geometry, with properties calculated with ωB97M-V/def2-TZVPD.

Positions of all 71 atoms, in Å:
La (2.27, -1.11, 1.03)
Cl (2.03, -3.10, -1.21)
P (-4.25, 0.30, -1.24)
P (-3.19, -0.24, 1.51)
C (-0.75, -0.22, -2.88)
C (2.69, -3.39, 0.43)
C (-1.10, -0.89, -0.39)
C (-3.31, -1.58, 2.69)
C (-0.23, 1.99, -1.77)
C (-1.63, -0.78, -1.82)
C (-4.46, -0.69, 0.27)
C (5.40, -1.63, -1.08)
C (-3.92, 1.20, 2.33)
C (-5.32, -0.55, -2.43)
C (3.86, 0.36, -0.53)
C (3.47, 1.06, 0.65)
C (4.74, -0.78, 1.31)
C (3.54, 0.55, 3.19)
C (5.48, -1.80, 2.13)
C (2.53, 2.21, 0.72)
C (-1.86, 1.59, 0.17)
C (3.56, 0.78, -1.92)
C (-5.03, 1.91, -0.88)
C (-1.66, 2.16, -1.14)
C (-0.13, 0.97, -2.86)
C (-1.67, 0.19, 0.60)
C (4.02, 0.37, 1.80)
C (4.66, -0.75, -0.13)
H (-4.68, 2.65, -1.62)
H (1.47, 1.90, 0.84)
H (-3.61, 2.17, 1.91)
H (4.88, -2.59, -1.25)
H (6.41, -1.85, -0.70)
H (-1.84, 2.31, 0.99)
H (-0.96, 0.22, 1.46)
H (3.77, -0.01, -2.65)
H (-4.80, 2.28, 0.13)
H (-2.44, 1.86, -1.86)
H (6.47, -1.98, 1.68)
H (-5.29, -1.63, -2.26)
H (2.58, 2.82, -0.20)
H (-1.79, 3.26, -0.99)
H (-3.59, 1.12, 3.38)
H (4.40, 0.41, 3.86)
H (0.06, 2.96, -2.21)
H (3.72, -3.77, 0.34)
H (-6.12, 1.81, -0.99)
H (5.50, -1.12, -2.05)
H (4.18, 1.65, -2.22)
H (3.12, 1.57, 3.33)
H (5.65, -1.42, 3.14)
H (2.73, -0.18, 3.50)
H (-2.61, -0.17, -1.82)
H (2.51, 1.08, -2.06)
H (-2.87, -2.51, 2.28)
H (-2.80, -1.26, 3.61)
H (2.01, -4.08, 0.99)
H (0.52, 1.79, -0.99)
H (-5.02, 1.14, 2.29)
H (-6.35, -0.18, -2.34)
H (-1.39, -1.89, 0.00)
H (0.02, -0.87, -0.38)
H (4.97, -2.78, 2.22)
H (2.77, 2.86, 1.58)
H (-0.64, -0.87, -3.77)
H (-4.41, -1.77, 0.03)
H (-4.96, -0.33, -3.45)
H (-1.93, -1.79, -2.15)
H (-5.46, -0.47, 0.71)
H (-4.39, -1.72, 2.87)
H (0.49, 1.25, -3.72)

Output
Relative energy (zero: lowest compared OMol25 entry of this formula, charge and spin), kJ/mol: 0.0
Frontier orbital gap, eV: 4.483
Net charge: +1

Löwdin population analysis, charges in e, atoms 1 to 4:
1. La 1.835
2. Cl 0.486
3. P 0.826
4. P 0.878